The following is a quantum chemistry calculation of a single C3H3F2NO2 molecule, from the Open Molecules 2025 dataset.

```
! RIJCOSX wB97M-V def2-TZVPD def2/J DEFGRID3
* xyz 0 1
F 0.430 0.872 1.431
F -2.054 0.467 0.051
O 0.458 1.578 -0.731
O -1.139 -1.537 0.475
N 2.360 -1.213 -0.397
C 0.495 0.509 0.107
C -1.076 -0.416 -0.258
C 1.554 -0.449 -0.132
H -1.065 -0.619 -1.325
H -1.202 -1.332 1.422
H 1.239 2.140 -0.643
*
```

The SMILES is N#C[C@](O)(F)[C@@H](O)F. As for the strongest force on any atom: 4.13 eV/Å. The orbital gap is 11.240 eV. Its LUMO energy is 0.51 eV.


The following is a quantum chemistry calculation of a 2-piece molecular cluster, C3H3F2O2S overall, from the Open Molecules 2025 dataset.

```
! RIJCOSX wB97M-V def2-TZVPD def2/J DEFGRID3
* xyz -1 1
S 0.933 -2.115 0.562
F -2.592 -0.039 0.739
F -1.496 -0.998 -0.885
O 1.135 0.648 -1.265
O 1.023 1.748 0.594
C 0.599 -0.496 0.861
C -1.622 0.181 -0.209
C 0.858 0.695 0.042
H 1.160 -0.332 -1.494
H -2.026 0.951 -0.969
H 0.454 -0.355 1.959
*
```

As for the strongest force on any atom: 2.96 eV/Å. The orbital gap (spin up / spin down) is 7.346 / 6.547 eV. Its LUMO energy (spin up / spin down) is 3.60 / 3.62 eV.